ORCA calculation (ωB97M-V with the def2-TZVPD basis set) on C35H69BeBr3Cl4IN2NaO10S2Si2 as an isolated structure in a non-equilibrium geometry.

CARTESIAN COORDINATES (ANGSTROEM)
1 C 1.726 -3.470 3.985
2 C 2.688 -2.300 4.331
3 C 3.635 -1.930 3.162
4 N 2.989 -1.813 1.840
5 Si 1.820 -0.507 1.693
6 I 2.302 1.303 3.324
7 C 1.984 0.163 -0.072
8 C 2.441 1.629 -0.195
9 C 2.117 2.076 -1.672
10 S 1.303 3.733 -1.682
11 O 0.306 -1.204 1.782
12 Si -1.013 -0.222 2.178
13 C -2.544 -1.252 1.719
14 C -2.170 -2.395 0.720
15 C -3.377 -2.955 -0.064
16 C -3.182 -2.863 -1.597
17 C -1.914 -3.605 -2.079
18 O -1.547 -3.328 -3.408
19 C -1.204 -1.974 -3.632
20 C -0.047 -1.444 -2.763
21 C -1.060 1.475 1.331
22 C -2.314 1.750 0.432
23 C -3.457 2.452 1.157
24 C -4.608 2.667 0.121
25 S -4.860 4.411 -0.206
26 O -5.487 5.032 0.900
27 O -3.652 5.040 -0.591
28 O -5.887 4.522 -1.455
29 C -1.186 0.099 4.057
30 C -2.700 0.250 4.481
31 C -2.813 1.463 5.421
32 N -2.463 2.773 4.901
33 O -3.187 1.393 6.515
34 H 1.630 -4.158 4.827
35 H 0.724 -3.093 3.775
36 H 2.153 -4.036 3.154
37 H 3.340 -2.676 5.131
38 H 2.154 -1.444 4.757
39 H 4.266 -1.068 3.389
40 H 4.336 -2.773 3.088
41 H 2.534 -2.681 1.578
42 H 1.014 -0.014 -0.549
43 H 2.719 -0.447 -0.605
44 H 1.894 2.322 0.446
45 H 3.504 1.768 0.016
46 H 1.350 1.381 -2.012
47 H 2.998 2.079 -2.305
48 H 0.701 3.927 -0.478
49 H -3.387 -0.644 1.376
50 H -2.884 -1.762 2.630
51 H -1.322 -2.127 0.088
52 H -1.816 -3.214 1.357
53 H -4.282 -2.400 0.209
54 H -3.593 -4.004 0.167
55 H -3.182 -1.798 -1.855
56 H -4.019 -3.314 -2.141
57 H -1.084 -3.493 -1.367
58 H -2.172 -4.670 -2.053
59 H -0.863 -1.921 -4.670
60 H -2.055 -1.283 -3.572
61 H -0.400 -0.988 -1.828
62 H 0.459 -0.659 -3.335
63 H 0.701 -2.214 -2.558
64 H -0.190 1.726 0.717
65 H -1.098 2.237 2.128
66 H -2.619 0.843 -0.096
67 H -1.973 2.445 -0.347
68 H -3.905 1.870 1.969
69 H -3.162 3.415 1.585
70 H -5.538 2.285 0.548
71 H -4.378 2.119 -0.796
72 H -6.235 3.639 -1.646
73 H -0.719 1.043 4.345
74 H -0.778 -0.729 4.646
75 H -3.016 -0.612 5.062
76 H -3.355 0.479 3.636
77 H -2.767 2.866 3.935
78 H -1.458 2.895 4.881
79 Na 2.341 3.605 4.670
80 C 3.036 -4.467 -3.541
81 C 1.719 -4.103 -3.296
82 C 0.995 -4.747 -2.300
83 C 1.594 -5.750 -1.543
84 C 2.912 -6.111 -1.787
85 C 3.634 -5.472 -2.788
86 H 3.600 -3.969 -4.322
87 H 1.255 -3.319 -3.883
88 H -0.037 -4.470 -2.114
89 H 1.030 -6.250 -0.764
90 H 3.378 -6.892 -1.199
91 H 4.702 -5.772 -2.997
92 Br -1.621 3.024 -3.879
93 C -0.886 3.970 -5.422
94 C 0.243 3.204 -6.062
95 Br 1.922 3.361 -5.047
96 H -0.597 4.959 -5.078
97 H -1.720 4.059 -6.115
98 H 0.475 3.612 -7.038
99 H 0.033 2.145 -6.159
100 Cl 1.806 1.882 -7.596
101 C 0.753 8.268 8.232
102 C -0.421 7.302 8.322
103 C 0.141 6.066 7.643
104 O 1.558 6.063 7.888
105 C 1.939 7.337 8.425
106 H 0.720 9.070 8.967
107 H 0.788 8.718 7.236
108 H -0.644 7.084 9.369
109 H -1.330 7.670 7.851
110 H -0.014 6.106 6.557
111 H -0.297 5.142 8.023
112 H 2.170 7.201 9.486
113 H 2.849 7.693 7.912
114 C -1.455 -1.315 -9.002
115 C -0.782 -0.365 -7.987
116 O -0.342 -0.880 -6.967
117 O -0.779 0.845 -8.339
118 H -1.430 -2.339 -8.643
119 H -2.493 -1.020 -9.154
120 H -0.929 -1.260 -9.954
121 Be 4.914 7.961 8.076
122 Br 5.415 -7.144 -4.174
123 C 1.723 -6.765 -6.623
124 Cl 1.728 -7.851 -8.017
125 Cl 0.827 -5.287 -6.970
126 Cl 1.046 -7.568 -5.209
127 H 2.747 -6.491 -6.400
128 O 8.462 -6.360 -3.029
129 H 8.883 -5.906 -3.763
130 H 7.568 -6.563 -3.360

Force components x, y, z for each atom (eV/Å):
0.33 0.56 0.39
0.44 -0.64 0.22
0.00 -1.46 0.13
-0.52 2.05 1.33
0.30 -2.90 -2.89
0.09 -0.51 -0.05
0.44 0.76 1.13
-0.50 0.10 -1.48
-0.95 0.19 1.99
0.39 0.75 -0.63
0.37 1.96 0.99
-1.49 -0.57 0.35
0.75 -0.53 -0.08
-0.63 -0.29 0.80
0.00 0.00 -0.91
0.17 0.10 0.16
-1.23 -0.07 0.47
-0.21 0.28 0.41
0.94 0.49 -0.53
-0.26 0.26 -0.05
-0.47 0.32 -0.20
1.17 0.45 0.17
-0.85 -0.17 -0.72
-0.22 -0.12 0.38
-0.16 1.09 -0.30
-1.04 -0.37 1.14
1.18 -0.36 -0.90
0.65 -0.91 0.59
-0.64 -0.15 -0.20
0.88 1.03 0.33
0.81 0.20 -3.35
-0.02 -0.02 -0.59
-1.02 -0.61 3.77
0.06 0.09 -0.04
0.08 -0.20 -0.43
-0.38 -0.08 -0.04
-0.03 0.33 0.00
-0.05 -0.02 -0.21
-0.27 0.12 -0.14
0.00 0.18 -0.05
0.05 -0.08 -0.05
0.11 0.23 0.09
-0.14 -0.25 0.25
0.03 -0.31 0.25
-0.08 -0.18 0.08
0.34 0.06 -0.55
-0.18 0.21 -0.18
0.43 -0.82 -0.11
0.13 -0.02 -0.10
-0.09 0.28 -0.04
-0.26 0.08 -0.18
0.34 0.16 -0.19
0.08 -0.07 -0.05
0.23 0.10 0.27
0.25 -0.09 -0.13
-0.09 0.16 0.19
-0.30 0.47 -0.17
0.18 0.03 -0.08
-0.16 -0.20 0.04
-0.10 -0.25 0.12
0.01 -0.20 -0.02
-0.08 0.01 0.09
-0.38 0.35 0.22
0.10 -0.24 0.21
0.26 -0.17 -0.06
-0.24 0.06 0.18
-0.19 -0.10 0.00
0.29 -0.12 0.00
0.21 -0.12 -0.13
-0.07 0.16 -0.25
-0.09 0.28 -0.09
-0.20 0.11 -0.20
0.47 -0.34 -0.08
0.22 0.23 -0.05
-0.31 -0.05 -0.35
-0.06 -0.40 0.00
0.06 -0.05 -0.02
0.01 0.08 0.19
0.03 0.87 0.52
-0.05 -0.08 -0.01
0.14 -0.17 -0.17
-0.05 -0.09 0.10
0.05 0.09 -0.06
-0.03 -0.05 -0.01
0.51 0.49 0.41
0.01 -0.03 -0.02
0.12 -0.32 -0.15
0.84 -0.44 -0.26
-0.02 -0.02 0.01
0.03 -0.03 -0.06
-1.38 0.95 0.80
-0.06 -0.01 0.01
0.02 -0.06 0.18
-0.97 0.87 0.95
-0.30 0.02 -0.27
0.00 -0.02 0.04
0.07 -0.06 -0.07
-0.21 0.21 0.21
-0.11 0.17 0.22
0.29 -1.82 -1.47
0.03 0.07 -0.24
-0.02 -0.01 0.20
0.02 -0.11 -0.19
-0.14 0.08 -0.16
-0.11 -0.06 0.15
0.01 -0.03 0.02
0.01 0.03 0.03
-0.02 -0.02 -0.03
0.02 -0.02 -0.03
-0.12 0.03 0.01
0.09 -0.03 0.00
0.11 0.08 -0.02
-0.52 -0.21 0.10
-0.49 -0.17 -0.49
0.41 -0.45 0.96
0.20 -0.03 0.05
0.89 0.76 -0.55
0.12 0.10 0.23
0.06 0.10 -0.06
0.01 0.19 0.04
0.61 0.08 -0.02
0.80 -1.26 -1.22
0.03 -0.01 0.15
0.01 0.05 0.00
-0.01 0.10 -0.07
0.05 -0.01 0.04
0.01 -0.08 0.05
0.03 0.09 0.00
-0.01 -0.02 0.00
0.07 -0.06 0.06

Calculated values
energy relative to the best compared isomer or geometry (same formula, charge and spin): 2.580 eV
charge: 0
LUMO energy: -4.72 eV
calculated total energy: -13649.5634 hartree
gap between HOMO and LUMO: 1.45 eV


ORCA calculation (ωB97M-V with the def2-TZVPD basis set) on C16H8BrFN6O9Pd as an isolated structure.

CARTESIAN COORDINATES (ANGSTROEM)
1 Pd -0.441 0.678 1.193
2 O -1.163 1.966 2.440
3 C -2.313 1.594 2.981
4 O -2.952 0.621 2.690
5 H -2.626 2.341 3.727
6 Br -0.854 6.048 -3.950
7 C -1.760 4.576 -3.206
8 C -3.010 4.212 -3.698
9 N -3.709 3.188 -3.223
10 C -3.180 2.482 -2.231
11 C -1.937 2.777 -1.682
12 C -1.203 3.850 -2.175
13 C -1.407 1.959 -0.589
14 O -2.034 0.973 -0.100
15 O -0.262 2.211 -0.068
16 H -3.457 4.776 -4.508
17 H -3.760 1.651 -1.850
18 H -0.235 4.097 -1.760
19 O 1.301 0.790 2.036
20 N 1.245 0.663 3.339
21 C 2.379 0.795 3.930
22 C 3.604 1.079 3.231
23 N 4.580 1.305 2.671
24 C 2.401 0.654 5.359
25 N 2.440 0.533 6.499
26 F 0.117 -4.127 -3.713
27 C 0.806 -3.957 -2.585
28 C 0.194 -3.705 -1.430
29 N 0.904 -3.537 -0.254
30 C 0.230 -3.151 0.960
31 C -0.016 -1.671 1.019
32 O -0.572 -1.151 2.037
33 O 0.300 -0.891 0.073
34 C 2.292 -3.547 -0.228
35 O 2.925 -3.337 0.781
36 N 2.878 -3.843 -1.439
37 C 2.263 -4.070 -2.671
38 O 2.897 -4.262 -3.677
39 H -0.882 -3.625 -1.365
40 H 0.856 -3.416 1.811
41 H -0.724 -3.668 1.062
42 H 3.889 -3.862 -1.435

Force components x, y, z for each atom (eV/Å):
0.35 0.01 -0.24
0.08 0.00 0.15
-0.17 0.08 -0.15
0.07 -0.07 0.10
0.05 -0.02 0.04
0.00 0.00 0.00
0.00 -0.01 0.01
-0.01 0.00 -0.01
0.02 0.01 0.01
-0.01 -0.01 0.00
0.00 0.01 -0.01
-0.01 -0.01 0.00
-0.11 -0.01 -0.03
0.04 -0.04 -0.03
-0.04 0.00 0.08
0.00 0.00 0.00
0.00 0.00 0.00
0.00 0.00 0.00
-0.05 0.08 0.01
0.01 -0.02 0.00
-0.04 0.02 0.02
0.03 -0.02 -0.01
-0.01 0.01 0.00
-0.01 -0.03 0.00
0.01 0.02 0.00
0.00 0.00 0.00
0.00 -0.16 0.03
-0.02 0.01 -0.01
-0.02 0.00 0.00
0.05 -0.01 0.01
-0.06 0.05 0.03
-0.15 -0.05 -0.01
-0.03 -0.01 0.06
0.01 -0.13 0.02
-0.01 0.06 -0.01
-0.01 -0.09 0.02
0.01 0.47 -0.09
-0.01 -0.19 0.04
0.00 0.02 0.00
-0.02 -0.01 0.01
0.00 0.01 -0.02
0.00 0.00 0.00

Calculated values
energy relative to the best compared isomer or geometry (same formula, charge and spin): 0.000 eV
charge: 0
LUMO energy: -2.99 eV
calculated total energy: -4421.8773 hartree
gap between HOMO and LUMO: 6.89 eV


ORCA calculation (ωB97M-V with the def2-TZVPD basis set) on C11H9BCl6F2GeNO2SnTe as an isolated structure in a non-equilibrium geometry.

CARTESIAN COORDINATES (ANGSTROEM)
1 Sn -2.490 -0.794 -0.620
2 C 1.504 -0.864 0.039
3 Te 0.237 -1.888 1.624
4 C 2.163 -1.165 2.823
5 C 3.174 -0.593 1.886
6 C 4.531 -0.536 2.224
7 C 5.408 0.068 1.295
8 C 5.029 0.317 -0.021
9 C 3.713 0.013 -0.403
10 C 2.817 -0.432 0.553
11 H 0.865 -0.024 -0.280
12 H 1.672 -1.581 -0.814
13 H 2.584 -2.072 3.361
14 H 1.685 -0.474 3.521
15 H 4.974 -0.866 3.168
16 H 6.443 0.272 1.633
17 H 5.817 0.580 -0.736
18 H 3.432 0.222 -1.436
19 Cl 0.768 2.633 -1.986
20 C -0.993 2.761 -1.747
21 Cl -1.273 3.909 -0.389
22 Cl -1.665 3.419 -3.264
23 C -1.615 1.382 -1.423
24 O -2.872 1.301 -0.984
25 O -0.896 0.314 -1.574
26 N -4.107 -1.225 -3.429
27 C -3.631 -0.983 -2.380
28 H -4.480 -0.973 -4.354
29 Cl -7.096 -1.183 -2.639
30 Ge -7.264 -0.193 -0.583
31 Cl -5.266 -0.625 0.589
32 Cl -9.030 -1.490 0.164
33 F -2.275 -0.140 2.694
34 B -1.199 -0.132 1.890
35 F -0.666 1.042 1.600

Force components x, y, z for each atom (eV/Å):
-0.30 -1.95 3.44
-1.59 -0.40 -0.53
1.19 1.48 0.35
-0.02 -1.59 0.60
0.28 -1.47 0.18
0.50 1.52 -0.76
0.54 -0.67 0.77
-0.11 -0.44 0.24
1.47 0.90 -0.06
-0.04 0.31 -0.24
0.38 -0.49 -0.01
-0.55 0.66 0.88
-0.68 1.14 -0.44
0.26 -0.09 -0.09
-0.63 0.25 -0.10
-0.68 -0.29 -0.44
-0.61 0.28 0.17
-0.17 -0.44 0.25
-0.32 -0.25 0.19
0.45 0.76 0.22
-0.15 -0.70 -0.59
-0.26 -0.42 0.48
-1.40 -0.89 0.37
4.06 0.30 -1.27
-1.60 2.74 -0.27
1.28 1.11 1.76
-2.76 -0.32 -5.31
0.00 -0.59 0.95
0.20 -0.32 -0.13
-1.57 0.98 -0.26
1.22 -0.65 -0.02
0.70 0.01 -0.01
0.65 -0.33 -0.39
-0.11 -0.97 0.27
0.32 0.81 -0.21

Calculated values
energy relative to the best compared isomer or geometry (same formula, charge and spin): 2.039 eV
charge: 0
LUMO energy (alpha / beta): -1.88 / -1.49 eV
multiplicity: 2
calculated total energy: -6174.8379 hartree
gap between HOMO and LUMO (alpha / beta): 4.43 / 6.08 eV
<S²>: 0.777


ORCA calculation (ωB97M-V with the def2-TZVPD basis set) on BeH8O8S as an isolated structure in a non-equilibrium geometry.

CARTESIAN COORDINATES (ANGSTROEM)
1 Be 0.112 0.568 0.462
2 S 1.583 -1.394 -1.127
3 O 2.996 -1.179 -1.169
4 O 1.310 -2.725 -0.636
5 O 0.899 -0.319 -0.386
6 O 1.142 -1.306 -2.470
7 O -0.687 -0.191 1.763
8 H -1.176 -1.008 1.703
9 H -1.107 0.384 2.408
10 O -1.616 -1.357 -0.905
11 H -1.675 -0.746 -1.639
12 H -2.452 -1.267 -0.433
13 O -1.058 1.455 -0.277
14 H -0.575 1.705 -1.182
15 H -2.003 1.555 -0.619
16 O 1.151 1.681 1.372
17 H 1.013 2.511 1.830
18 H 2.144 1.632 1.305

Force components x, y, z for each atom (eV/Å):
0.66 -1.80 0.32
3.57 -5.58 -3.77
2.23 1.70 1.87
-1.26 -0.06 2.20
-1.93 3.89 3.31
-2.78 1.33 -3.12
0.21 0.90 0.26
0.00 -0.63 -0.37
-0.12 -0.16 0.28
-0.53 -0.02 0.78
0.27 -0.14 -0.53
-0.21 -0.20 -0.29
-0.58 2.46 -4.53
-0.86 -0.81 2.54
1.60 -0.70 1.42
1.48 0.18 -0.09
-0.49 0.25 0.06
-1.29 -0.61 -0.34

Calculated values
energy relative to the best compared isomer or geometry (same formula, charge and spin): 1.709 eV
charge: 0
LUMO energy: -1.72 eV
calculated total energy: -1019.6835 hartree
gap between HOMO and LUMO: 4.61 eV